Density functional theory data (wB97M-V/def2-TZVPD) for 2 unconnected molecules or ions with the total composition C9H19N2.

Summary:
**Charge**: +1
**Orbital gap**: 9.7 eV
**LUMO**: -3.7 eV
**E**: -12610.9592 eV
**Relative energy (zero: lowest compared OMol25 entry of this formula, charge and spin)**: 4.888 eV

```
30
Properties=species:S:1:pos:R:3:forces:R:3
C -0.87874 0.79205 0.43475 4.7 0.8 -0.8
C 2.34037 0.93937 0.73884 -0.7 1.9 1.3
C 1.32177 0.84727 -0.39563 -1.4 0.9 1.5
C 1.91022 -0.34422 0.24923 -0.8 -2.5 -1.2
C 1.40303 1.49377 -1.78956 -1.7 1.5 2.1
C 1.12265 -1.32117 1.11447 0.7 -2.4 -2.3
C 2.67318 -1.15692 -0.74993 0.2 -1.8 -1.5
C -3.43466 -1.05651 0.24766 0.6 1.5 -0.7
C -3.12373 0.35277 -0.38004 -1.1 -3.1 -1.8
N -1.13873 1.00717 1.71492 0.4 -0.1 -2.1
N -1.69316 0.50411 -0.51347 -0.1 -0.5 -1.9
H 3.32566 1.39535 0.68307 -0.1 -0.1 -0.7
H 1.92202 1.13185 1.73273 0.1 0.2 -0.3
H 0.60245 1.19235 -2.42823 -0.4 -0.8 -0.6
H 2.34323 1.32799 -2.25161 0.9 -0.4 -0.3
H 1.23500 2.61219 -1.73267 0.5 -1.2 0.3
H 1.93352 -1.98327 1.63001 -2.0 0.9 -0.8
H 0.46690 -1.89396 0.31235 1.7 0.3 1.5
H 0.31955 -1.02629 1.72877 -0.2 1.1 1.3
H 1.93370 -1.67960 -1.45313 0.9 1.2 0.6
H 3.18399 -2.05550 -0.37370 0.0 0.5 0.6
H 3.44495 -0.61325 -1.29902 -0.3 0.1 -0.1
H -4.35772 -1.50508 -0.08422 -0.3 0.2 -0.1
H -2.61142 -1.60618 -0.18099 0.1 -1.0 0.7
H -3.44715 -0.92033 1.32028 0.3 -0.7 0.3
H -3.52831 1.08202 0.25331 -0.7 1.6 0.2
H -3.50989 0.26360 -1.44213 0.1 1.0 1.4
H -0.38475 1.19563 2.33998 0.1 0.2 0.3
H -2.04747 0.83464 2.03399 -1.3 -0.1 1.1
H -1.32646 0.19014 -1.46000 -0.3 0.9 2.0
```
Forces are in eV/Å.

=====

Density functional theory data (wB97M-V/def2-TZVPD) for 2 unconnected molecules or ions with the total composition C28H31N3O.

Summary:
**Orbital gap**: 7.3 eV
**LUMO**: 0.7 eV
**E**: -36054.7424 eV
**Relative energy (zero: lowest compared OMol25 entry of this formula, charge and spin)**: 0.866 eV

```
63
Properties=species:S:1:pos:R:3:forces:R:3
C -6.60852 -0.37186 3.27171 -0.2 -0.1 0.1
C -5.19778 -0.12504 2.81903 0.3 0.2 -0.1
C -4.64109 1.15344 2.91810 0.0 -0.3 -0.2
C -3.34127 1.41876 2.48317 -0.2 -0.5 0.1
C -2.78024 2.79369 2.65799 0.1 0.6 0.0
C -2.58891 0.35993 1.95973 0.5 -0.2 0.0
N -1.22680 0.59578 1.58081 0.6 0.3 -1.2
C -0.14592 -0.02130 2.07492 -0.2 -1.7 -0.8
N 0.96223 0.53787 1.57590 -0.7 0.4 -1.1
C 2.30077 0.24257 1.97224 -0.2 -0.2 0.1
C 2.67708 -1.09725 2.14900 0.4 0.3 0.0
C 1.70028 -2.19794 1.90990 -0.1 -0.9 0.2
C 3.98268 -1.37832 2.55364 -0.1 0.3 0.0
C 4.90436 -0.35840 2.80420 -0.4 0.1 -0.1
C 6.30172 -0.70904 3.22460 0.2 -0.1 0.1
C 4.49087 0.96973 2.65682 0.0 -0.4 -0.1
C 3.19440 1.28957 2.24391 -0.1 -0.5 0.1
C 2.77527 2.72334 2.17601 0.3 0.6 0.0
C 0.63110 1.28268 0.34066 1.0 0.7 -0.2
C -0.87314 1.25427 0.30157 -1.0 0.3 0.0
C -3.11174 -0.93267 1.85650 -0.2 0.3 0.1
C -2.28566 -2.04505 1.29692 0.0 -0.8 -0.1
C -4.41731 -1.15897 2.29386 0.0 0.2 0.0
H -6.88352 -1.41782 3.10979 0.0 0.1 0.1
H -6.73154 -0.14453 4.33819 0.0 -0.1 -0.2
H -7.31931 0.25961 2.72355 0.1 -0.1 0.1
H -5.23187 1.96519 3.35123 0.1 -0.2 -0.1
H -1.74869 2.88047 2.30819 -0.2 -0.1 0.1
H -3.38660 3.53083 2.11223 0.1 -0.2 0.1
H -2.80487 3.08628 3.71711 0.0 -0.1 -0.2
H 2.18221 -3.16068 2.11630 0.0 0.1 -0.1
H 0.82522 -2.10070 2.56958 0.3 0.0 -0.4
H 1.34172 -2.23507 0.87024 0.0 0.2 0.3
H 4.28953 -2.41933 2.68106 -0.1 0.3 0.0
H 6.88778 0.19108 3.42866 0.0 -0.1 0.0
H 6.29658 -1.33166 4.12798 0.0 0.1 -0.1
H 6.81602 -1.28422 2.44401 -0.1 0.1 0.1
H 5.18834 1.78206 2.87903 -0.2 -0.2 -0.1
H 3.61600 3.34806 2.50030 -0.2 0.0 0.0
H 2.52697 3.04703 1.15760 0.0 -0.1 0.3
H 1.92725 2.95241 2.83679 0.1 -0.2 -0.2
H 1.01108 2.30355 0.38843 -0.1 -0.1 -0.2
H 1.07339 0.78863 -0.53701 0.0 0.1 0.3
H -1.23666 0.65062 -0.54544 -0.1 0.2 0.2
H -1.32552 2.24846 0.24896 0.1 0.0 -0.2
H -2.89824 -2.95379 1.24644 0.1 0.1 -0.1
H -1.92912 -1.83965 0.27545 0.0 0.1 0.3
H -1.41480 -2.27331 1.92802 -0.2 0.2 -0.2
H -4.83521 -2.16602 2.22263 0.1 0.3 0.0
C -0.97711 -2.28232 10.13426 0.0 0.1 -0.3
C -1.31054 -3.19078 9.11846 0.1 0.5 -0.1
C -1.20207 -2.80804 7.78085 0.0 0.0 0.0
C -0.76004 -1.52364 7.45543 0.1 0.3 -0.6
N -0.65559 -1.19340 6.07572 0.0 -0.1 0.1
C -0.44402 -0.47475 5.13527 0.1 0.3 -0.5
O -0.26608 0.08425 4.09315 -0.4 0.1 5.0
C -0.42566 -0.61112 8.46060 0.0 0.0 0.0
C -0.53413 -0.99209 9.80466 -0.1 -0.3 -0.4
H -1.06271 -2.58051 11.18085 0.0 0.1 -0.3
H -1.65466 -4.19610 9.35902 0.1 0.3 0.0
H -1.45080 -3.48076 6.95766 0.1 0.1 0.4
H -0.08496 0.38300 8.15870 -0.1 -0.3 0.3
H -0.27209 -0.27982 10.58932 -0.1 -0.2 -0.2
```
Forces are in eV/Å.

=====

Density functional theory data (wB97M-V/def2-TZVPD) for 4 unconnected molecules or ions with the total composition C21H37N2O5S.

Summary:
**Charge**: -1
**Orbital gap**: 7.4 eV
**LUMO**: 2.3 eV
**E**: -46427.6795 eV

```
66
Properties=species:S:1:pos:R:3:forces:R:3
C 1.63939 1.29553 0.38704 0.7 0.2 0.0
C 0.58380 1.35039 -0.16668 -0.9 -1.1 0.6
N -0.69831 1.10793 -0.61044 0.8 1.3 -0.9
S -0.61297 1.29772 -2.36332 -0.3 -0.2 -0.3
C -1.67353 2.14024 -0.11956 -0.1 -0.4 0.3
C -1.43465 2.59015 1.36082 0.3 0.5 1.4
O -1.65967 3.80164 1.56648 -0.1 -0.3 -0.5
O -1.11813 1.71686 2.19705 -0.2 -0.1 -0.8
C -3.04118 1.55076 -0.13876 -0.2 -0.5 -0.4
C -4.17381 2.32139 -0.32539 0.0 1.1 -0.2
C -5.44866 1.79813 -0.28254 0.3 -0.5 0.2
N -5.67806 0.49604 -0.06604 0.1 0.6 -0.2
C -4.57650 -0.22969 0.08638 -0.2 -1.3 0.3
C -3.26580 0.19569 0.05851 0.0 0.7 0.1
H 2.58398 1.25686 0.86185 0.2 0.1 0.0
H -0.77506 0.03254 -2.79734 0.0 0.0 0.4
H -1.62810 3.03129 -0.74131 0.0 0.1 0.0
H -4.05126 3.38351 -0.49844 0.0 0.1 0.0
H -6.30041 2.45238 -0.40845 -0.2 0.0 0.0
H -4.73122 -1.28720 0.28966 -0.2 0.0 -0.1
H -2.44230 -0.47688 0.22941 0.0 -0.1 0.0
C 5.68900 -2.59112 2.17795 0.1 0.0 -0.1
C 4.65767 -1.53189 1.82573 -0.1 -0.1 0.0
O 5.15866 -0.49259 1.00606 0.1 0.2 0.1
C 5.66511 -0.87996 -0.25754 0.0 -0.1 -0.1
C 4.64786 -1.57424 -1.14676 -0.1 0.0 0.1
H 6.54909 -2.13702 2.67305 0.0 0.0 0.0
H 5.25135 -3.33245 2.84773 0.0 0.0 0.0
H 6.05531 -3.11596 1.29421 -0.1 0.0 0.0
H 4.31419 -1.04546 2.73858 0.0 0.1 0.0
H 3.77403 -1.98681 1.36585 0.0 0.0 0.0
H 6.56110 -1.50163 -0.13533 0.0 0.0 0.0
H 5.99325 0.04270 -0.73751 0.0 0.1 0.1
H 4.29825 -2.51233 -0.71287 0.1 0.0 0.0
H 5.08717 -1.80141 -2.11960 0.0 0.0 0.0
H 3.77441 -0.93853 -1.29839 0.0 0.0 0.0
C 2.87285 -3.49367 -5.35322 0.1 0.0 0.0
C 1.85343 -2.46485 -4.89242 0.0 0.0 -0.1
O 2.40518 -1.41201 -4.12824 0.0 0.0 0.2
C 3.38717 -0.62365 -4.77159 0.1 0.1 -0.1
C 2.89181 0.07561 -6.02606 -0.1 -0.1 -0.1
H 3.39904 -3.91808 -4.49669 0.0 0.0 0.0
H 2.37522 -4.30073 -5.89280 0.0 0.0 0.0
H 3.62045 -3.05982 -6.01897 0.0 0.0 -0.1
H 1.12474 -2.94844 -4.24136 0.0 0.1 0.1
H 1.29243 -2.06517 -5.74527 0.0 0.0 0.0
H 4.27809 -1.22665 -4.98717 0.0 0.0 -0.1
H 3.69233 0.12744 -4.04278 -0.1 -0.1 0.1
H 2.58557 -0.63323 -6.79736 0.1 0.0 0.0
H 3.68075 0.70185 -6.44451 0.0 0.0 0.0
H 2.03121 0.70444 -5.79437 0.0 0.0 0.0
C -6.06022 2.58064 5.00731 0.0 0.1 -0.1
C -5.75831 1.18164 5.51989 0.0 0.0 0.0
O -5.33946 0.28363 4.51747 -0.1 -0.2 0.0
C -4.14908 0.64743 3.81963 0.2 0.1 -0.1
C -2.92517 0.77992 4.70379 0.0 0.0 0.2
H -6.82183 2.54353 4.22666 0.0 0.0 0.0
H -6.42358 3.21040 5.82213 0.0 0.0 0.0
H -5.17679 3.05931 4.58434 0.0 0.0 0.1
H -6.66764 0.74910 5.94309 0.0 -0.1 0.0
H -5.02266 1.21873 6.33277 0.0 0.1 0.0
H -4.31207 1.56370 3.24391 0.0 0.0 0.0
H -3.97361 -0.14399 3.09216 -0.2 0.0 0.0
H -3.03804 1.57349 5.44583 0.0 0.1 0.0
H -2.05339 1.01634 4.09036 -0.1 0.0 -0.1
H -2.74243 -0.15350 5.24341 0.0 0.0 0.0
```
Forces are in eV/Å.

=====

- Look up the LUMO of the first one.
  -3.7 eV

=====

- Among the records above, which one has the highest LUMO?
  C21H37N2O5S